Formula: C29H41F5P2Rh
Source: the Open Molecules 2025 dataset
Level of theory: ωB97M-V with the def2-TZVPD basis set

Element x y z (Å)
Rh1 -0.1606 -2.4684 -0.1703
P1 1.0883 -0.6495 -3.0749
P2 -1.0811 1.1591 -4.0911
F1 1.5115 3.0165 1.5549
F2 4.0894 2.6959 6.3667
F3 2.1976 0.8871 5.7404
F4 3.3835 4.8911 2.2168
F5 4.8427 4.6235 4.5446
C1 -1.8005 0.5080 -5.6593
C2 3.8520 3.7585 4.2550
C3 -0.2427 0.3893 3.4884
C4 -2.3437 -0.3015 -1.5633
C5 0.8919 -4.2678 1.8018
C6 -0.3252 -0.8472 2.6990
C7 0.7514 -1.7214 2.4540
C8 2.4943 1.8451 4.8163
C9 1.8076 1.8965 3.6209
C10 -1.6400 2.3508 -0.0252
C11 -0.9545 -0.8743 -1.4724
C12 0.4033 -2.0261 -4.0146
C13 2.8481 -0.8596 -2.8063
C14 0.2902 -2.8981 1.7262
C15 0.3620 -0.1715 -1.4660
C16 -2.9612 0.2881 -0.2788
C17 -0.6368 2.1784 -1.1057
C18 -2.1219 -3.8897 1.5959
C19 -2.8808 -1.1122 2.7319
C20 3.5009 2.7599 5.1594
C21 2.1072 -1.5699 3.0067
C22 -1.2015 -2.7153 1.5718
C23 2.1618 2.9096 2.7537
C24 0.4493 1.1856 -0.7345
C25 -0.9571 2.9375 -4.5775
C26 3.1518 3.8627 3.0540
C27 0.7269 0.7498 -4.1797
C28 -1.5200 -1.4773 2.2665
C29 -2.8740 1.8064 -0.0516
H1 -1.3625 3.1509 0.6776
H2 3.3920 -0.6057 -3.7237
H3 -1.7789 3.4961 -4.1125
H4 -2.4501 -0.2509 0.5413
H5 -4.0130 -0.0477 -0.2461
H6 -1.1629 1.8559 -2.0201
H7 0.3102 -4.9400 2.4540
H8 0.6031 -1.8796 -5.0899
H9 -0.9581 -1.8588 -2.0039
H10 3.1945 -0.2122 -1.9835
H11 -1.0375 1.0939 3.2330
H12 -0.6856 -2.1143 -3.8807
H13 -3.0765 -0.0505 2.5125
H14 2.0884 -1.5094 4.1041
H15 1.0484 -0.8007 -0.8204
H16 2.7212 -2.4322 2.7254
H17 1.4364 1.6376 -0.9234
H18 -3.1635 -3.5695 1.5247
H19 -2.8944 0.5752 -5.5539
H20 1.3359 1.6196 -3.8963
H21 3.0539 -1.9099 -2.5500
H22 -2.9847 -1.1680 -1.8242
H23 -1.0475 3.0195 -5.6682
H24 0.4097 0.9320 0.3416
H25 0.8933 -2.9564 -3.6913
H26 2.6068 -0.6560 2.6514
H27 -0.3167 0.1972 4.5679
H28 -1.5386 -0.5448 -5.8194
H29 -2.4681 0.3971 -2.4196
H30 -2.0158 -4.4221 2.5538
H31 1.9215 -4.2429 2.1692
H32 -0.0073 3.3854 -4.2597
H33 -1.4908 1.1123 -6.5252
H34 0.9116 -4.6856 0.7884
H35 -3.6710 -1.7263 2.2676
H36 -1.9106 -4.5761 0.7691
H37 -0.1878 3.1632 -1.3232
H38 -3.7671 2.3141 0.3078
H39 -2.9756 -1.2321 3.8315
H40 0.8840 1.1047 3.3894
H41 0.9437 0.4875 -5.2292

The spin multiplicity is 5. As for the lowest unoccupied orbital energy (alpha / beta): -0.0998 / -0.1281 Ha. Its net charge is +1. As for the total energy: -2421.5946 a.u.

---

Formula: C3H3NO
Source: the Open Molecules 2025 dataset
Level of theory: ωB97M-V with the def2-TZVPD basis set

Element x y z (Å)
O1 -1.9059 0.5966 -0.6428
N1 2.3032 0.5710 -0.4860
C1 0.0448 -0.6156 0.0849
C2 -0.9450 0.5500 0.0757
C3 1.3475 -0.0317 -0.2387
H1 0.0850 -1.0699 1.0833
H2 -0.6720 1.3732 0.7665
H3 -0.2576 -1.3737 -0.6429

The spin multiplicity is 1. As for the lowest unoccupied orbital energy: 0.0196 Ha. Its net charge is 0. Its SMILES is N#CCC=O. As for the total energy: -246.0808 a.u.

---

Formula: CBr2F2N2O2
Source: the Open Molecules 2025 dataset
Level of theory: ωB97M-V with the def2-TZVPD basis set

Element x y z (Å)
Br1 1.0882 -1.9246 0.2277
Br2 2.2564 0.9950 0.5036
F1 -0.7791 -0.3843 -1.5794
F2 0.9632 0.8175 -2.3911
O1 -1.6518 -1.0886 1.2214
O2 -1.4953 0.9877 1.9671
N1 0.1179 0.5207 -1.2087
N2 -1.3057 0.0134 1.3550
C1 0.8062 0.0633 -0.0956

The spin multiplicity is 1. As for the lowest unoccupied orbital energy (alpha / beta): -0.0732 / -0.0416 Ha. Its net charge is 0. As for the total energy: -5645.5173 a.u.